Arrangement one

Below is a gas-phase ion, C4H10NO (charge -1), with properties calculated with wB97M-V/def2-TZVPD.

Last column: natural (NBO) charge in e.
Geometry (Å):
C -0.76132 0.35988 1.49560  -0.6396
C 0.21814 -0.45138 0.66602  -0.0435
N 1.49202 -0.71607 1.44704  -0.8670
C 0.75362 0.28769 -0.68362  -0.4208
C -0.50323 0.64890 -1.45826  -0.0388
O -1.39192 -0.35379 -1.73690  -0.9630
H -1.87842 0.37314 1.39064  0.2364
H -0.70544 -0.03069 2.52103  0.1983
H -0.41763 1.38544 1.41967  0.1865
H -0.23427 -1.42826 0.49444  0.2000
H 2.18606 -1.06029 0.80107  0.3509
H 1.57755 0.28228 1.71478  0.3359
H 1.19612 1.10443 -0.11393  0.1519
H 1.56984 -0.26085 -1.20070  0.1765
H -0.98621 1.53899 -0.98394  0.0783
H -0.06364 1.10943 -2.40714  0.0579

Properties
orbital gap = 0.2359 hartree
structure (SMILES) = C[C@H](N)CC[O-]
HOMO energy = -2.128 eV
total charge = -1
multiplicity = 1

Arrangement two

Below is 2 unconnected molecules or ions with the total composition C4H10NO, with properties calculated with wB97M-V/def2-TZVPD.

Last column: natural (NBO) charge in e.
Geometry (Å):
C 0.13027 -0.89496 1.44286  -0.0042
O -0.73711 -0.51725 0.48458  -0.9689
C 0.78994 0.29839 2.17144  -0.4214
C 1.52603 1.20335 1.19341  -0.6173
H 0.98395 -1.52679 1.06562  0.0602
H -0.33488 -1.52854 2.24806  0.0704
H 1.46655 -0.05738 2.96570  0.1540
H -0.01371 0.86317 2.66231  0.1730
H 1.89808 2.10989 1.67544  0.1706
H 0.82838 1.47678 0.39679  0.2333
H 2.36802 0.67337 0.73784  0.1815
C -1.21367 -0.41919 -2.36456  -0.0310
N -0.64545 0.33228 -3.21698  -0.6640
H -0.68182 -0.74668 -1.46199  0.2568
H -2.26728 -0.70571 -2.46224  0.1094
H -1.31220 0.65359 -3.92136  0.2976

Properties
orbital gap = 0.2527 hartree
HOMO energy = -2.549 eV
total charge = -1
multiplicity = 1

Arrangement three

Below is 2 unconnected molecules or ions with the total composition C4H10NO, with properties calculated with wB97M-V/def2-TZVPD.

Last column: natural (NBO) charge in e.
Geometry (Å):
C 2.76790 -0.63771 -1.12584  -0.2020
O 1.59839 -0.81569 -0.45299  -0.9608
H 3.04612 -1.54911 -1.70127  0.0966
H 2.78706 0.18232 -1.88436  0.0820
H 3.61741 -0.40701 -0.43898  0.0841
C -1.77682 -1.03988 0.08752  -0.6233
C -1.96477 0.31692 0.75392  -0.2275
C 0.15889 1.28208 0.60769  -0.0190
N -1.01778 1.22736 0.10923  -0.5209
H -2.36650 -1.82319 0.57481  0.1748
H -2.05969 -1.00185 -0.96381  0.2003
H -0.70880 -1.26739 0.13042  0.2698
H -1.77134 0.25364 1.83945  0.1418
H -2.97585 0.71747 0.60981  0.1618
H 0.21687 1.57956 1.68297  0.0683
H 1.05027 0.82130 0.10889  0.2740

Properties
orbital gap = 0.2562 hartree
HOMO energy = -2.636 eV
total charge = -1
multiplicity = 1

Arrangement four

Below is 2 unconnected molecules or ions with the total composition C4H10NO, with properties calculated with wB97M-V/def2-TZVPD.

Last column: natural (NBO) charge in e.
Geometry (Å):
C 1.43916 0.84775 2.20077  -0.9047
C -1.85559 -0.93565 -0.96712  -0.2213
N -1.58547 -2.19398 -0.57887  -0.4210
C -0.33690 -0.87202 -0.79379  -0.4423
C 0.14359 0.58937 -1.23933  0.0377
O 1.41751 0.88113 -0.93736  -0.8778
H 1.95428 1.64353 2.73070  0.1899
H 1.99397 -0.05225 2.48011  0.1912
H 1.36104 0.83271 1.09266  0.2994
H -2.19526 -0.75032 -2.00791  0.1278
H -2.39082 -0.18901 -0.35573  0.1429
H 0.38040 0.77425 2.47254  0.1938
H 0.06382 -0.91904 0.21844  0.2359
H 0.19098 -1.66836 -1.32221  0.2507
H -0.58161 1.23448 -0.68087  0.0842
H 0.00089 0.77743 -2.31204  0.1135

Properties
orbital gap = 0.2747 hartree
HOMO energy = -3.174 eV
total charge = -1
multiplicity = 1

The structure with the most favorable energy is arrangement two; the runner-up is 0.0172 hartree above it.

Arrangement one

Below is 2 unconnected molecules or ions with the total composition C4H10NO, with properties calculated with wB97M-V/def2-TZVPD.

Last column: natural (NBO) charge in e.
Geometry (Å):
C 1.37654 -1.42577 -0.26750  -0.0176
O 0.49218 -0.39897 -0.42919  -0.9871
C 1.01478 -2.32307 0.92702  -0.6370
H 2.40549 -1.02615 -0.10366  0.0759
H 1.45283 -2.07845 -1.16852  0.0769
H 1.84700 -2.92423 1.32915  0.1596
H 0.20500 -3.01623 0.68314  0.1767
H 0.70766 -1.67939 1.75625  0.1931
C -0.83136 2.11234 0.58138  -0.4905
C -1.69933 1.60115 -1.48759  -0.1070
N -1.72939 2.45201 -0.54216  -0.4330
H 0.02269 2.79547 0.54605  0.1790
H -0.44518 1.08359 0.45713  0.2785
H -1.39424 2.25050 1.50708  0.1658
H -2.36755 1.86734 -2.31172  0.1333
H -1.05715 0.70987 -1.47685  0.2331

Properties
orbital gap = 0.2619 hartree
HOMO energy = -2.703 eV
total charge = -1
multiplicity = 1

Arrangement two

Below is a gas-phase ion, C4H10NO (charge -1), with properties calculated with wB97M-V/def2-TZVPD.

Last column: natural (NBO) charge in e.
Geometry (Å):
C 2.24110 0.36082 0.75871  -0.6112
C 0.74307 -0.04664 0.88361  -0.2124
N 0.39163 -0.60587 -0.38110  -0.8334
C -1.01823 -0.91116 -0.42574  -0.2517
C -1.88548 0.28984 -0.75303  -0.0889
O -1.19893 1.00658 -1.77684  -0.8039
H 2.73175 -0.63357 0.73348  0.1868
H 2.58163 0.83538 1.67490  0.1670
H 2.44033 0.87185 -0.19616  0.2061
H 0.62757 -0.63453 1.74090  0.1232
H 0.16723 0.90361 1.05769  0.1008
H -0.25582 0.69938 -1.48126  0.4848
H -1.38071 -1.43170 0.53150  0.1133
H -1.17521 -1.63190 -1.24150  0.1600
H -2.86456 0.02391 -1.22911  0.1327
H -2.14538 0.90400 0.10395  0.1270

Properties
orbital gap = 0.2393 hartree
HOMO energy = -1.949 eV
total charge = -1
multiplicity = 1

The structure with the most favorable energy is arrangement one; the runner-up is 0.0019 hartree above it.

Arrangement one

Below is CH3NOS in the gas phase, with properties calculated with wB97M-V/def2-TZVPD.

Last column: natural (NBO) charge in e.
Geometry (Å):
C -1.28962 -0.28048 -0.05899  -0.1657
N 0.08287 -0.12354 -0.02306  -0.6859
O 2.55063 0.82193 0.00129  -0.9199
S 1.86383 -0.46454 -0.04085  0.9782
H -1.58372 -1.33105 0.14226  0.1897
H -1.98219 0.51303 0.07375  0.2030
H 0.35821 0.86464 -0.09440  0.4006

Properties
orbital gap (spin up / spin down) = 0.2518 / 0.2852 hartree
HOMO energy (spin up / spin down) = -7.374 / -7.782 eV
multiplicity = 1

Arrangement two

Below is 2 unconnected molecules or ions with the total composition CH3NOS, with properties calculated with wB97M-V/def2-TZVPD.

Last column: natural (NBO) charge in e.
Geometry (Å):
C -2.31971 -0.45868 -0.19968  0.3725
N 0.20194 0.61877 -0.02271  -0.9521
O -3.46452 -0.70224 -0.19466  -0.5105
S -1.46704 1.09776 0.16628  0.3688
H -0.72459 -1.60092 -0.16802  -0.0704
H 0.69084 1.06970 0.78372  0.3949
H 0.67572 0.78940 -0.93345  0.3968

Properties
orbital gap (spin up / spin down) = 0.3271 / 0.3271 hartree
HOMO energy (spin up / spin down) = -8.941 / -8.936 eV
multiplicity = 1

Arrangement three

Below is 2 unconnected molecules or ions with the total composition CH3NOS, with properties calculated with wB97M-V/def2-TZVPD.

Last column: natural (NBO) charge in e.
Geometry (Å):
C 0.69613 0.28508 0.74758  0.3254
N -2.82911 -1.00590 -0.31933  -0.7227
O -0.16369 1.01015 0.47564  -0.4974
S -2.77810 0.41528 0.05413  0.7510
H 0.64512 -0.79784 0.91952  0.0900
H 1.75271 0.45255 0.78935  0.0946
H -2.30623 1.09128 -1.20531  -0.0410

Properties
orbital gap = 0.3114 hartree
HOMO energy = -8.688 eV
multiplicity = 1

Arrangement four

Below is CH3NOS in the gas phase, with properties calculated with wB97M-V/def2-TZVPD.

Last column: natural (NBO) charge in e.
Geometry (Å):
C 0.57232 0.49601 -0.07252  -0.4638
N 0.16422 -0.82806 0.34938  -0.7707
O -2.17438 0.35321 0.38536  -0.9202
S -1.10207 -0.03394 -0.47301  1.3434
H 0.73275 1.10462 0.81447  0.2226
H 1.41431 0.58412 -0.72589  0.2101
H 0.39285 -1.67595 -0.27779  0.3786

Properties
orbital gap = 0.3928 hartree
HOMO energy = -10.007 eV
multiplicity = 1

The structure with the most favorable energy is arrangement four; the runner-up is 0.0476 hartree above it.

Arrangement one

Below is 2 unconnected molecules or ions with the total composition C3H4ClN, with properties calculated with wB97M-V/def2-TZVPD.

Last column: natural (NBO) charge in e.
Geometry (Å):
C 1.32904 -0.83980 -1.24740  -0.1415
C 1.05812 -0.15362 -0.25376  -0.0836
C 0.51387 0.54380 0.78531  -0.3040
N -1.74568 0.48656 0.12687  -0.5774
Cl -2.03624 -0.81717 -0.90567  0.1401
H 1.69223 -1.24013 -2.07110  0.2101
H 0.68812 1.73128 0.81317  0.2367
H 0.40577 0.12979 1.69612  0.1995
H -1.90523 0.15929 1.05647  0.3201

Properties
orbital gap (spin up / spin down) = 0.2924 / 0.3175 hartree
HOMO energy (spin up / spin down) = -8.589 / -9.381 eV
multiplicity = 1

Arrangement two

Below is 2 unconnected molecules or ions with the total composition C3H4ClN, with properties calculated with wB97M-V/def2-TZVPD.

Last column: natural (NBO) charge in e.
Geometry (Å):
C -1.08444 1.74258 -0.55083  -0.1654
C -0.21984 0.90041 -0.65804  -0.1085
C 0.74954 -0.06010 -0.75942  -0.3175
N 0.22078 -1.72405 0.99444  -0.5447
Cl 0.58176 -0.95646 2.43911  0.1362
H -1.81447 2.49205 -0.52406  0.2310
H 1.71234 0.08878 -0.30565  0.2223
H 0.64002 -0.85398 -1.47230  0.2207
H -0.78568 -1.62922 0.83675  0.3258

Properties
orbital gap (spin up / spin down) = 0.2796 / 0.3302 hartree
HOMO energy (spin up / spin down) = -8.345 / -9.615 eV
multiplicity = 1

The structure with the most favorable energy is arrangement two; the runner-up is 0.0160 hartree above it.